[1]
A 2-piece molecular cluster, C2H2O2 overall at a distorted geometry. Source: the OMol25 dataset; level of theory: wB97M-V/def2-TZVPD.

Geometry as ORCA input:
```
! RIJCOSX wB97M-V def2-TZVPD def2/J DEFGRID3
* xyz 0 1
C -1.006 -0.253 0.724
C -0.834 -0.456 -0.446
O 1.854 -1.178 -0.163
H 0.930 0.397 -0.228
H -0.693 -0.904 -1.381
O 1.938 0.110 -0.328
*
```

* largest force on an atom: 0.0489 hartree/bohr
* gap between HOMO and LUMO (alpha / beta): 6.928 / 9.698 eV
* LUMO level (alpha / beta): -3.65 / -0.38 eV
* HOMO energy (alpha / beta): -10.6 / -10.1 eV

Charges obtained by Mulliken population analysis, quoted in units of e: atom 1 (C): 0.1667, atom 2 (C): -0.5549, atom 3 (O): -0.2203, atom 4 (H): 0.3610, atom 5 (H): 0.4158, atom 6 (O): -0.1683



[2]
AgF2H8O4 as an isolated structure. Source: the OMol25 dataset; level of theory: wB97M-V/def2-TZVPD.

Geometry as ORCA input:
```
! RIJCOSX wB97M-V def2-TZVPD def2/J DEFGRID3
* xyz 0 2
H -1.268 3.298 2.533
O -0.727 3.024 1.792
H 3.676 -0.899 3.089
F 1.865 1.892 -2.209
F -1.098 -2.070 2.890
H 0.621 -2.233 -3.945
O 0.435 -2.568 -3.068
O -3.398 0.063 -1.104
Ag 0.254 -0.230 0.123
H 4.292 -0.444 1.783
H -4.071 -0.230 -0.491
H 0.608 -3.507 -3.127
H -3.841 0.705 -1.659
H -0.798 3.744 1.164
O 3.451 -0.545 2.228
*
```

* largest force on an atom: 0.0121 hartree/bohr
* gap between HOMO and LUMO (alpha / beta): 8.599 / 2.064 eV
* LUMO level (alpha / beta): -2.26 / -4.86 eV
* <S²>: 0.769
* HOMO energy (alpha / beta): -10.9 / -6.9 eV

These are the Mulliken partial charges, in e, on atoms 1 to 8: atom 1 (H): 0.3104, atom 2 (O): -0.6206, atom 3 (H): 0.3116, atom 4 (F): -0.5467, atom 5 (F): -0.4137, atom 6 (H): 0.3197, atom 7 (O): -0.6272, atom 8 (O): -0.6248



[3]
C22H35BrN2O3RuSbSi3 as an isolated structure. Source: the OMol25 dataset; level of theory: wB97M-V/def2-TZVPD.

Geometry as ORCA input:
```
! RIJCOSX wB97M-V def2-TZVPD def2/J DEFGRID3
* xyz 3 5
H 0.999 0.355 4.201
N -0.048 -2.342 0.693
C -2.402 0.966 4.385
C -0.714 -5.962 -2.112
H -2.501 1.865 5.005
H -2.507 -4.902 -1.537
H 2.477 -5.208 -1.145
C -1.113 -2.934 0.130
C -0.168 -2.526 4.364
Si -5.345 -0.595 1.075
C -5.212 1.211 0.764
C -3.227 -2.753 5.042
H -6.138 1.528 0.268
C -5.435 -1.718 -0.380
Ru -0.050 -0.497 1.631
C 3.937 1.330 -0.641
H 5.098 0.741 1.096
C -2.002 -4.521 2.845
H -1.241 -6.685 -2.720
H 0.469 -1.964 3.671
H -2.913 -4.634 2.257
H -2.947 -3.396 5.883
C 1.401 -5.139 -1.231
H -3.402 0.766 3.988
C 3.026 0.328 1.329
H -1.336 2.692 1.018
H -2.484 3.196 2.262
Sb -2.589 -1.094 1.873
H -5.841 -1.170 -1.234
H -5.906 -2.219 2.841
C -6.101 -1.164 2.648
H -4.393 1.448 0.084
H -5.805 -0.565 3.510
O 2.228 -2.721 0.676
C -0.704 -4.071 -0.692
H -0.782 3.653 2.388
Si -1.897 -2.914 3.763
H -7.188 -1.056 2.542
H -4.459 -2.102 -0.672
H 3.135 -0.103 2.315
H 5.777 1.763 -0.976
C 2.642 1.361 -1.189
H -2.011 -5.302 3.613
H -0.182 -1.989 5.314
C 0.671 -6.048 -2.004
C 1.638 0.868 -0.415
C 1.144 -3.054 0.297
H 1.192 -6.837 -2.529
O -2.298 -2.527 0.327
H 0.499 1.912 4.808
O 4.903 1.809 -1.391
H -2.104 0.150 5.046
N 1.775 0.367 0.819
H 1.346 1.834 3.260
H -5.119 1.796 1.679
C -1.430 -4.965 -1.452
H 2.476 1.757 -2.180
Br -0.161 0.793 -1.016
H 0.345 -3.478 4.527
C -1.464 2.851 2.088
H -4.183 -3.115 4.661
C 0.689 -4.157 -0.586
C 0.611 1.326 3.884
H -3.368 -1.747 5.438
Si -1.100 1.365 3.122
C 4.116 0.795 0.645
H -6.085 -2.569 -0.170
H -1.137 -4.713 2.208
*
```

* largest force on an atom: 0.0099 hartree/bohr
* gap between HOMO and LUMO (alpha / beta): 8.050 / 6.310 eV
* LUMO level (alpha / beta): -9.04 / -10.92 eV
* <S²>: 6.020
* HOMO energy (alpha / beta): -17.1 / -17.2 eV

These are the Mulliken partial charges, in e, on atoms 1 to 8: atom 1 (H): 0.3216, atom 2 (N): 0.8193, atom 3 (C): -1.2303, atom 4 (C): -0.7137, atom 5 (H): 0.5309, atom 6 (H): 0.5201, atom 7 (H): 0.5408, atom 8 (C): -0.3706



[4]
An isolated molecule of C24H25N3O5 at a distorted geometry. Source: the OMol25 dataset; level of theory: wB97M-V/def2-TZVPD.

Geometry as ORCA input:
```
! RIJCOSX wB97M-V def2-TZVPD def2/J DEFGRID3
* xyz 0 1
C -1.512 -0.631 -0.098
O 3.728 0.815 1.952
C 2.031 2.054 1.131
O 3.034 2.156 0.214
C -0.094 -0.834 0.014
C 0.369 1.561 3.265
C 2.454 1.246 2.191
C -2.343 -0.013 -1.029
C -3.702 -0.005 -0.802
C -0.601 1.169 4.352
H 0.574 -2.049 -2.614
H -1.347 1.946 4.529
C 0.780 2.620 1.116
H -1.829 0.078 3.070
H -4.358 0.476 -1.512
H 2.960 -1.429 -2.769
C 0.927 -1.471 -3.473
C -1.039 0.663 -4.942
H 0.373 -1.806 -4.355
H 4.163 0.451 -0.027
H 5.008 1.858 0.720
H 0.605 1.790 -4.126
N -1.074 -1.794 1.796
H 2.605 -2.761 -3.878
H 2.800 -1.119 -4.502
C -0.048 2.349 2.203
C 0.596 0.488 -2.034
C -2.088 -1.238 1.044
H 0.452 3.215 0.282
C -1.200 -2.326 3.125
N -1.281 -0.042 3.912
H -5.325 -0.576 0.476
C -3.459 -1.227 1.268
C 0.394 0.761 -4.424
H -0.553 -3.198 3.249
O 0.328 1.659 -1.830
C 0.976 -0.428 -0.871
O -0.021 -1.527 5.074
H -1.043 2.769 2.215
H 1.971 0.353 4.076
H -1.735 1.032 -4.193
H -1.300 -0.365 -5.183
C 2.422 -1.710 -3.671
H -1.930 0.465 -1.900
H -3.896 -1.687 2.142
H -2.234 -2.625 3.309
C 0.104 -1.537 1.187
N 0.616 -0.074 -3.257
C 4.061 1.301 0.667
O 2.145 -0.728 -0.686
H -1.146 1.267 -5.839
C -0.760 -1.263 4.156
H -0.083 0.931 5.281
H 1.036 -1.858 1.611
C 1.644 0.984 3.266
C -4.256 -0.603 0.331
H 1.098 0.463 -5.205
*
```

* largest force on an atom: 0.0266 hartree/bohr
* gap between HOMO and LUMO: 8.019 eV
* LUMO level: 0.24 eV
* SMILES: CCN(CC)C(=O)C(=O)c1cn(CC(=O)NCc2ccc3c(c2)OCO3)c2ccccc12
* HOMO energy: -7.8 eV

These are the Mulliken partial charges, in e, on atoms 1 to 8: atom 1 (C): 1.3360, atom 2 (O): -0.5383, atom 3 (C): 0.8864, atom 4 (O): -0.5094, atom 5 (C): 0.7518, atom 6 (C): 0.6607, atom 7 (C): 0.7691, atom 8 (C): -0.1105



[5]
C50H58F6N5O6S2ScSi as an isolated structure. Source: the OMol25 dataset; level of theory: wB97M-V/def2-TZVPD.

Geometry as ORCA input:
```
! RIJCOSX wB97M-V def2-TZVPD def2/J DEFGRID3
* xyz 0 1
H 1.285 -2.516 3.252
H -3.319 0.835 2.335
C -4.863 1.205 -0.832
H -1.512 -5.224 5.019
H -8.347 -1.007 -1.143
C 3.705 -0.359 -3.601
H -1.131 3.769 0.545
C 3.230 3.905 -1.289
C 3.276 -1.837 -1.985
C 4.416 -5.607 -0.192
H 4.714 -6.342 -0.931
F 5.429 0.705 3.279
C 1.722 3.987 2.561
C -1.872 -1.146 1.996
C 0.226 -0.602 -3.836
H -5.582 2.628 0.590
S 2.998 0.272 2.444
C -1.035 -4.809 4.139
C 2.413 6.183 -1.307
C 0.369 -1.529 -5.011
H 4.559 -2.406 -3.705
C -0.746 -4.750 1.748
C -6.166 0.793 -1.030
H -6.964 1.307 -0.505
C -1.371 -5.272 2.875
H -2.104 -1.030 -2.913
C 1.911 3.415 -1.403
H 4.083 0.156 -4.472
H -7.992 -1.485 -2.806
N 1.741 1.988 -1.503
O -1.356 0.465 -1.258
H -0.015 1.361 -3.362
C 4.804 -4.442 1.863
C -3.805 0.521 -1.484
C -4.117 -0.525 -2.373
H 3.326 -3.028 2.445
C 4.721 0.874 2.170
H -5.674 -1.693 -3.243
H -1.019 4.414 -2.440
C 3.948 -1.669 -3.207
H 0.511 -2.540 -4.640
H 6.140 -5.918 1.053
H -1.252 -2.225 -1.117
S 1.084 2.277 2.783
H -1.194 1.161 4.285
H 4.472 5.631 -1.135
H 0.582 -3.862 -0.814
H -0.669 2.869 -1.679
F 4.721 2.164 1.855
F 5.266 0.178 1.184
H -0.265 -0.064 2.806
H -2.323 -0.699 5.520
C 0.851 4.335 -1.438
C -3.110 -1.263 -3.194
C -5.450 -0.883 -2.557
H -3.900 2.183 0.859
C -2.445 1.013 -1.152
C -1.161 -1.223 0.789
H -2.459 2.012 -0.715
N 2.344 1.476 3.225
N -0.048 0.692 -4.115
C 5.372 3.031 -2.374
H -3.005 0.943 5.665
C 2.802 -3.943 0.569
H -8.514 0.164 -2.444
H -1.949 1.973 2.317
F 0.696 4.796 2.300
H 0.293 6.397 -1.463
O 0.181 2.448 3.898
C -0.069 -3.818 4.263
H -0.913 -1.257 3.930
C -1.766 -2.056 -0.177
H 3.264 -2.720 -1.371
H 2.605 7.248 -1.274
H 4.181 2.002 -0.891
H -3.252 -2.339 -3.084
Si 1.127 -3.037 0.319
C 2.482 1.526 -2.472
H -1.127 5.426 -0.050
H 5.411 -4.255 2.741
C -1.177 -0.528 3.166
C 3.229 -4.903 -0.356
O 3.122 -0.870 3.284
H -4.615 -3.059 1.359
H -2.453 4.363 -0.477
C -1.378 4.398 -0.312
O 0.336 -1.006 -2.687
H 4.883 2.629 -3.261
H 1.242 -1.241 -5.598
H -1.014 -5.136 0.770
H -0.514 -1.484 -5.651
C -6.482 -0.254 -1.890
C 3.616 -3.743 1.687
C 1.123 5.701 -1.403
C -2.819 0.110 4.990
C 5.213 -5.374 0.919
C 3.452 5.276 -1.240
H 5.695 4.048 -2.608
H -3.586 -1.768 3.168
H -3.261 -1.024 -4.251
H -0.036 1.025 -5.062
H -2.118 -6.050 2.765
O 2.467 0.096 1.103
C -0.593 3.945 -1.548
H 2.613 -5.112 -1.225
C -2.675 1.464 2.944
H -3.759 -0.242 4.575
C -7.911 -0.672 -2.086
H -4.327 3.267 -0.458
C -3.094 -1.804 2.200
N 2.639 -0.725 -1.609
C 2.896 0.198 -2.598
H -3.259 2.184 3.514
C -2.978 -2.696 0.000
C 0.534 -3.291 3.128
H 6.262 2.429 -2.186
C 4.454 3.024 -1.150
H 2.862 2.222 -3.225
O 0.488 1.845 1.534
H 5.030 3.410 -0.307
F 2.308 4.382 3.687
H -3.379 -3.332 -0.782
N -1.942 0.580 3.890
F 2.593 4.044 1.573
Sc 0.797 -0.291 -0.297
C -3.671 -2.555 1.198
C 0.215 -3.742 1.843
C -4.647 2.381 0.091
H 0.223 -3.465 5.247
*
```

* largest force on an atom: 0.0156 hartree/bohr
* gap between HOMO and LUMO: 6.010 eV
* LUMO level: -0.48 eV
* HOMO energy: -6.5 eV

These are the Mulliken partial charges, in e, on atoms 1 to 8: atom 1 (H): 0.2512, atom 2 (H): 0.5506, atom 3 (C): 0.6463, atom 4 (H): 0.3749, atom 5 (H): 0.3392, atom 6 (C): -1.1875, atom 7 (H): 0.1609, atom 8 (C): 1.2855



[6]
A 2-piece molecular cluster, CH5N3 overall at a distorted geometry. Source: the OMol25 dataset; level of theory: wB97M-V/def2-TZVPD.

Geometry as ORCA input:
```
! RIJCOSX wB97M-V def2-TZVPD def2/J DEFGRID3
* xyz 0 1
C -0.693 0.039 0.089
N 1.701 -0.624 -1.047
H 1.595 -2.516 -1.439
N 0.462 0.930 0.051
H -1.404 0.250 0.830
H 0.461 1.508 -0.773
H -0.254 -0.975 0.345
N 1.317 -1.710 -0.860
H -1.274 -0.130 -0.909
*
```

* largest force on an atom: 0.0625 hartree/bohr
* gap between HOMO and LUMO (alpha / beta): 8.795 / 9.587 eV
* LUMO level (alpha / beta): 0.35 / 0.40 eV
* HOMO energy (alpha / beta): -8.4 / -9.2 eV

These are the Mulliken partial charges, in e, on atoms 1 to 8: atom 1 (C): -0.5544, atom 2 (N): -0.1015, atom 3 (H): 0.2417, atom 4 (N): -0.4985, atom 5 (H): 0.3130, atom 6 (H): 0.2550, atom 7 (H): 0.2593, atom 8 (N): -0.1483



Q: Which of these has the lowest largest force on an atom?
A: C22H35BrN2O3RuSbSi3